*i*
{"formula": "C5H7NS2", "method": "ωB97M-V/def2-TZVPD", "e_lumo_ev": 0.50, "smiles": "SCC1=NS[C@@H]2C[C@@H]12", "orbital_gap_ha": 0.335, "e_homo_ha": -0.3162, "symbols": ["C", "C", "C", "C", "C", "H", "H", "H", "H", "H", "H", "H", "N", "S", "S"], "coordinates": [[1.75634, -0.32546, 0.90864], [0.24352, -0.23092, 0.60162], [-1.97168, 0.51664, 0.15350], [-1.56930, 2.02791, 0.10488], [-0.48395, 0.92079, -0.07284], [3.94821, -0.17209, 0.12143], [1.81186, -1.45846, 1.06444], [2.08461, 0.25903, 1.77213], [-2.24462, 0.41281, 1.20948], [-1.74297, 2.50502, 1.17642], [-1.72066, 2.87848, -0.67467], [-0.32977, 0.82278, -1.04787], [-0.38792, -1.36539, 0.49089], [2.68839, 0.22792, -0.57058], [-1.87219, -1.04939, -0.50644]]}

*ii*
{"formula": "C5H7NS2", "method": "ωB97M-V/def2-TZVPD", "e_lumo_ev": 0.08, "smiles": "Cc1s[nH]c(=S)c1C", "orbital_gap_ha": 0.286, "e_homo_ha": -0.2830, "symbols": ["C", "C", "C", "C", "C", "N", "S", "S", "H", "H", "H", "H", "H", "H", "H"], "coordinates": [[-0.91388, -0.26758, -0.04502], [-0.29422, 0.99197, -0.01010], [-2.34366, -0.04483, 0.01498], [-0.10505, -1.53448, -0.06547], [1.17081, 1.24750, 0.05970], [-2.66244, 1.33032, 0.03791], [-3.70246, -1.04269, 0.14356], [-1.34746, 2.35734, -0.07448], [0.42222, -1.31572, -0.99260], [-0.71705, -2.35903, -0.35827], [0.54015, -1.96948, 0.72832], [1.66513, 1.21388, -0.87015], [1.70818, 0.36915, 0.49806], [1.41300, 2.05117, 0.70268], [-3.61936, 1.60110, -0.37628]]}

Stability check: which of them is least stable? *i*.

*i*
{"formula": "H4NO2PS", "method": "ωB97M-V/def2-TZVPD", "e_lumo_ev": [-0.62, -0.78], "orbital_gap_ha": [0.270, 0.251], "e_homo_ha": [-0.2930, -0.2803], "symbols": ["N", "O", "O", "P", "S", "H", "H", "H", "H"], "coordinates": [[-0.86399, -1.04228, 0.25434], [1.24391, 0.17647, 0.94909], [1.01305, 0.96794, -1.41268], [1.40978, -0.42598, -0.61277], [-1.72706, 0.35012, 0.22449], [-1.18399, -1.80328, -0.39409], [0.77369, -0.43539, 1.52530], [0.09109, 1.20648, -1.30690], [-0.75647, 1.00592, 0.77323]]}

*ii*
{"formula": "H4NO2PS", "method": "ωB97M-V/def2-TZVPD", "e_lumo_ev": [-2.42, -1.67], "orbital_gap_ha": [0.256, 0.302], "e_homo_ha": [-0.3443, -0.3631], "symbols": ["N", "O", "O", "P", "S", "H", "H", "H", "H"], "coordinates": [[-0.89033, 1.21852, -1.28803], [-1.94408, -0.18075, 0.47221], [-0.61373, 1.89173, 1.13321], [1.98971, -1.49335, 0.73007], [-0.76702, 0.65848, 0.33031], [-0.58461, 0.57832, -1.95691], [-0.69157, 2.21725, -1.42667], [1.68991, -2.79692, 0.05477], [1.81173, -2.09329, 1.95105]]}

Stability check: which of them is least stable? *ii*.

*i*
{"formula": "C2H5BrS", "method": "ωB97M-V/def2-TZVPD", "e_lumo_ev": 0.52, "smiles": "C[C@H](S)Br", "orbital_gap_ha": 0.368, "e_homo_ha": -0.3488, "symbols": ["C", "C", "S", "Br", "H", "H", "H", "H", "H"], "coordinates": [[-0.44324, 0.04044, -0.85065], [-0.04664, 0.34276, 0.49559], [1.74372, 0.00812, 0.79742], [-1.29607, -0.43344, 2.00032], [-0.56679, -0.96196, -1.02617], [-1.36899, 0.31808, -1.18356], [0.29507, 0.43772, -1.45160], [-0.18545, 1.52482, 0.88568], [1.86839, -1.27654, 0.33298]]}

*ii*
{"formula": "C2H5BrS", "method": "ωB97M-V/def2-TZVPD", "e_lumo_ev": [-1.84, -1.84], "orbital_gap_ha": [0.236, 0.236], "e_homo_ha": [-0.3035, -0.3035], "symbols": ["C", "C", "S", "Br", "H", "H", "H", "H", "H"], "coordinates": [[0.20287, 0.09829, -0.75740], [0.37374, 0.02439, 0.67126], [3.04160, -1.23177, 0.57540], [4.32152, 0.32100, -0.21331], [1.09253, 0.44764, -1.28874], [-0.20139, -0.89798, -0.93968], [-0.60348, 0.78976, -1.09813], [-0.02511, -0.85874, 1.25626], [0.43571, 1.06311, 1.08467]]}

Stability check: which of them is least stable? *ii*.

*i*
{"formula": "C19H18N2O3", "method": "ωB97M-V/def2-TZVPD", "e_lumo_ev": -0.08, "smiles": "COc1ccc(CNC(=O)c2ccc3ccccc3n2)cc1OC", "orbital_gap_ha": 0.289, "e_homo_ha": -0.2925, "symbols": ["C", "H", "H", "H", "O", "C", "C", "C", "C", "C", "C", "O", "C", "H", "H", "H", "H", "C", "N", "C", "O", "C", "N", "C", "C", "C", "C", "C", "C", "C", "C", "H", "H", "H", "H", "H", "H", "H", "H", "H", "H", "H"], "coordinates": [[-5.00199, -0.44849, 2.62793], [-4.11647, -0.68571, 3.22658], [-5.83230, -1.07409, 2.95352], [-5.26705, 0.60439, 2.76893], [-4.81157, -0.75956, 1.27118], [-3.82935, -0.09756, 0.57259], [-2.98785, 0.84206, 1.15759], [-2.00472, 1.48871, 0.43228], [-1.83571, 1.20926, -0.91433], [-2.66541, 0.27189, -1.50408], [-3.66607, -0.38696, -0.79469], [-4.37746, -1.27342, -1.54883], [-5.51223, -1.93469, -1.03774], [-5.25523, -2.61057, -0.21971], [-6.27245, -1.22863, -0.69698], [-5.90369, -2.51152, -1.87598], [-2.56596, 0.02534, -2.55005], [-0.74097, 1.88827, -1.69603], [0.56106, 1.39891, -1.30142], [1.41020, 2.09760, -0.52824], [1.22619, 3.24236, -0.15515], [2.65144, 1.32751, -0.18319], [2.72594, 0.08348, -0.59178], [3.82865, -0.63065, -0.30017], [3.90746, -1.96835, -0.74311], [5.01523, -2.71928, -0.46782], [6.08743, -2.17445, 0.25848], [6.03965, -0.88241, 0.70249], [4.91401, -0.07813, 0.43667], [4.79831, 1.26172, 0.86378], [3.66834, 1.96603, 0.55614], [3.51859, 2.99223, 0.85227], [5.60525, 1.71009, 1.42707], [6.86153, -0.45743, 1.26137], [6.95279, -2.78772, 0.46238], [5.07604, -3.74257, -0.80816], [3.07435, -2.36974, -1.29886], [0.80433, 0.43347, -1.47616], [-0.87796, 1.72288, -2.76842], [-0.73836, 2.96248, -1.48944], [-1.36802, 2.21331, 0.91572], [-3.09602, 1.07994, 2.20336]]}

*ii*
{"formula": "C19H18N2O3", "method": "ωB97M-V/def2-TZVPD", "e_lumo_ev": -2.45, "orbital_gap_ha": 0.178, "e_homo_ha": -0.2680, "symbols": ["C", "C", "C", "C", "C", "C", "C", "C", "C", "C", "C", "C", "C", "C", "C", "H", "H", "H", "H", "H", "H", "H", "H", "H", "H", "H", "H", "H", "H", "H", "C", "C", "O", "N", "C", "O", "N", "C", "O", "H", "H", "H"], "coordinates": [[3.76953, -4.26787, 0.02805], [2.88491, -3.08762, 0.28266], [1.95492, -3.13657, 1.33332], [1.13277, -2.05998, 1.58832], [1.15660, -0.88734, 0.76946], [0.22223, 0.14205, 1.06032], [0.28904, 1.52600, 0.76419], [-0.79905, 2.33719, 1.21964], [-0.92238, 3.65783, 0.85307], [0.02012, 4.24923, -0.00192], [-0.16817, 5.67144, -0.42796], [1.13511, 3.49930, -0.40535], [1.32662, 2.19828, 0.04697], [2.06630, -0.88171, -0.32659], [2.95430, -1.93591, -0.51203], [4.54289, -4.02365, -0.70673], [4.25891, -4.60498, 0.95148], [3.19108, -5.11985, -0.35632], [1.89210, -4.04044, 1.94606], [0.42070, -2.08945, 2.41636], [-0.56957, -0.13869, 1.75735], [-1.56031, 1.86435, 1.84306], [-1.77378, 4.24936, 1.20003], [0.54736, 5.94277, -1.21002], [-1.18410, 5.82911, -0.81271], [-0.03442, 6.36927, 0.41151], [1.85851, 3.96455, -1.08306], [2.26525, 1.68216, -0.15501], [2.03254, -0.06217, -1.04526], [3.71108, -1.88631, -1.30084], [-1.74413, -0.76968, -1.10377], [-1.94306, -2.16473, -0.95865], [-1.08051, -3.05190, -1.01095], [-3.27750, -2.55382, -0.71829], [-4.38897, -1.73446, -0.54178], [-5.49969, -2.13723, -0.24392], [-4.07061, -0.39457, -0.75073], [-2.80252, 0.16456, -1.00637], [-2.72503, 1.39670, -1.10767], [-0.77157, -0.41394, -1.41298], [-3.46433, -3.54012, -0.60360], [-4.85317, 0.23885, -0.66935]]}

Stability check: which of them is least stable? *ii*.

*i*
{"formula": "C4H8NO3", "method": "ωB97M-V/def2-TZVPD", "charge": -1, "e_lumo_ev": 3.94, "orbital_gap_ha": 0.310, "e_homo_ha": -0.1646, "symbols": ["C", "C", "O", "N", "H", "H", "H", "H", "H", "C", "C", "O", "O", "H", "H", "H"], "coordinates": [[-1.69841, -1.05117, 1.26286], [-1.66188, 0.28102, 1.92448], [-1.98481, 0.48412, 3.08509], [-1.36700, 1.30187, 1.05471], [-1.44125, -0.98590, 0.21307], [-2.71345, -1.44791, 1.35845], [-1.47977, 2.22678, 1.43882], [-0.61055, 1.14376, 0.38920], [-1.01617, -1.78926, 1.68145], [2.37734, 0.35409, -2.19659], [1.50001, -0.46050, -1.17684], [0.46123, 0.09424, -0.75550], [1.93008, -1.60439, -0.93376], [1.69706, 0.97427, -2.78405], [2.81588, -0.38658, -2.87068], [3.19169, 0.86556, -1.69073]]}

*ii*
{"formula": "C4H8NO3", "method": "ωB97M-V/def2-TZVPD", "charge": -1, "e_lumo_ev": 3.79, "orbital_gap_ha": 0.301, "e_homo_ha": -0.1621, "symbols": ["C", "C", "O", "O", "H", "H", "H", "C", "C", "O", "N", "H", "H", "H", "H", "H"], "coordinates": [[0.17179, -0.11334, -2.33482], [-1.39505, -0.05193, -2.02060], [-1.89746, -0.36155, -0.88268], [-1.95583, 0.32596, -3.06293], [0.55509, 0.87461, -2.01722], [0.34071, -0.00700, -3.39336], [0.57836, -1.05352, -1.96593], [1.42846, 0.19101, 1.41235], [0.23265, 0.27011, 2.30353], [0.36492, 0.63447, 3.49467], [-0.92254, -0.22604, 1.76786], [-1.71795, -0.13023, 2.30301], [-1.08158, -0.38439, 0.71623], [1.88942, -0.79896, 1.83992], [2.22368, 0.99028, 1.51433], [1.18534, -0.15948, 0.32564]]}

Stability check: which of them is least stable? *ii*.

*i*
{"formula": "C4H8NO3", "method": "ωB97M-V/def2-TZVPD", "charge": -1, "e_lumo_ev": 3.96, "orbital_gap_ha": 0.313, "e_homo_ha": -0.1672, "symbols": ["C", "C", "O", "O", "H", "H", "H", "C", "C", "O", "N", "H", "H", "H", "H", "H"], "coordinates": [[-3.19989, -0.16181, -0.11716], [-1.83040, 0.61764, -0.31414], [-1.69479, 1.52776, 0.53723], [-1.15135, 0.24415, -1.28403], [-3.11955, -1.26791, -0.12798], [-3.89481, 0.08318, -0.91928], [-3.67036, -0.03375, 0.87103], [1.60450, 0.72297, 0.93462], [2.13035, -0.54905, 0.32351], [3.13755, -1.12162, 0.70942], [1.42918, -1.07851, -0.74171], [1.73729, -1.99482, -1.01825], [0.48368, -0.74328, -0.93296], [2.20587, 1.61371, 0.72389], [1.52045, 0.55957, 2.00318], [0.65763, 1.05547, 0.48467]]}

*ii*
{"formula": "C4H8NO3", "method": "ωB97M-V/def2-TZVPD", "charge": -1, "e_lumo_ev": 3.69, "orbital_gap_ha": 0.293, "e_homo_ha": -0.1575, "symbols": ["C", "C", "O", "O", "H", "H", "H", "C", "C", "O", "N", "H", "H", "H", "H", "H"], "coordinates": [[0.40787, -1.90324, -0.44178], [1.87256, -1.55843, -0.12423], [2.13145, -0.38306, 0.26585], [2.68757, -2.48540, -0.29688], [0.05970, -2.69287, 0.21800], [0.33550, -2.17700, -1.49459], [-0.23635, -1.04326, -0.25524], [-1.31492, 1.16913, 1.18921], [-1.14562, 1.42225, -0.28773], [-2.08274, 1.73011, -1.01357], [0.12799, 1.37969, -0.71648], [0.39803, 1.84458, -1.56726], [0.92205, 1.15576, -0.12227], [-2.36431, 1.01552, 1.39744], [-1.12609, 2.13503, 1.67410], [-0.67267, 0.39118, 1.57543]]}

Stability check: which of them is least stable? *ii*.